1.
Formula: C14H20ClF6N4NaO4S3Si
Source: OMol25
Level of theory: wB97M-V/def2-TZVPD

Atoms and positions in Å:
Na1 -0.4193 1.5992 -0.8413
F1 -4.7456 3.2651 -0.6808
C1 -4.1470 3.7996 0.3796
F2 -3.7966 5.0545 0.0698
F3 -5.0335 3.8653 1.3751
S1 -2.6233 2.8321 0.8892
O1 -1.5333 3.5471 0.2856
O2 -2.7180 2.7525 2.3178
N1 -2.7280 1.4576 0.1325
S2 -3.6715 0.2956 0.6241
O3 -4.8818 0.7456 1.2535
O4 -3.7407 -0.7227 -0.3783
C2 -2.6886 -0.5166 2.0031
F4 -3.1453 -0.1673 3.2056
F5 -1.3949 -0.2065 1.9353
F6 -2.7945 -1.8536 1.9075
C3 3.4345 0.9207 3.8641
Si1 3.9707 0.4496 2.1182
C4 5.6740 1.2135 1.8323
C5 4.2016 -1.4261 2.0983
C6 2.7791 0.9733 0.8909
C7 1.9407 1.2997 0.0397
H1 4.1551 0.6025 4.6235
H2 2.4679 0.4654 4.0907
H3 3.3112 2.0035 3.9361
H4 6.3978 0.8915 2.5872
H5 5.6073 2.3032 1.8604
H6 6.0523 0.9302 0.8475
H7 4.9371 -1.7660 2.8334
H8 4.5284 -1.7496 1.1073
H9 3.2500 -1.9190 2.3123
N2 1.7235 2.6553 -3.6770
H10 1.2896 1.7709 -3.9303
H11 0.9037 3.2456 -3.5577
H12 2.0769 2.5130 -2.7329
Cl1 -1.4557 1.7727 -4.9008
C8 -1.6979 2.0748 -3.0059
H13 -2.6158 1.4764 -2.8651
H14 -2.1234 3.0920 -3.0547
N3 -0.8806 -5.6447 -0.6304
C9 -0.9885 -4.9918 -1.8020
S3 -1.3408 -5.8110 -3.1992
C10 -0.7476 -3.5410 -1.7180
C11 0.1573 -3.0209 -0.7910
C12 0.2952 -1.6490 -0.6850
N4 -0.4207 -0.7898 -1.4083
C13 -1.2575 -1.2827 -2.3192
C14 -1.4410 -2.6438 -2.5179
H15 -1.1050 -6.6240 -0.6141
H16 -0.8632 -5.1235 0.2311
H17 0.7780 -3.6679 -0.1831
H18 1.0045 -1.1966 0.0026
H19 -1.7952 -0.5470 -2.9042
H20 -2.1413 -3.0066 -3.2572

Output
LUMO energy (eV): 3.7
DFT total energy (Eh): -3771.2476
Relative energy (zero: lowest compared OMol25 entry of this formula, charge and spin) (eV): 0.267
Charge: -2
Kohn-Sham gap (eV): 5.15
HOMO level (eV): -1.42


2.
Formula: C29H51Cl5FNP2Si3TeV
Source: OMol25
Level of theory: wB97M-V/def2-TZVPD

Atoms and positions in Å:
V1 -1.0141 0.4319 -1.3337
C1 -1.3356 4.4841 1.1373
Si1 -0.9442 2.6013 0.9893
C2 -0.9378 1.8801 2.7687
C3 0.8113 2.5863 0.2151
N1 -1.9892 1.6949 -0.0441
C4 -3.3172 1.5910 0.1919
C5 -3.9776 2.1926 1.2858
C6 -5.3355 2.0811 1.4886
C7 -6.1324 1.3386 0.6287
C8 -5.5313 0.7289 -0.4593
C9 -4.1790 0.8750 -0.6592
F1 -3.6496 0.2758 -1.7892
H1 -0.8726 4.8831 2.0349
H2 -2.4000 4.6826 1.2143
H3 -0.9591 5.0589 0.2961
H4 0.0639 1.6353 3.1145
H5 -1.5394 0.9747 2.8161
H6 -1.3597 2.5908 3.4746
H7 1.1478 3.5936 -0.0134
H8 0.8140 2.0142 -0.7142
H9 1.5502 2.1568 0.8873
H10 -3.3819 2.7576 1.9835
H11 -5.7839 2.5861 2.3338
H12 -7.1912 1.2260 0.8011
H13 -6.0958 0.1439 -1.1676
C10 1.3918 -1.2017 -3.6944
P1 1.0690 0.1333 -2.4658
C11 2.7731 0.2016 -1.7446
C12 1.2493 1.6253 -3.5696
C13 -0.0680 2.0108 -4.2267
P2 -1.3890 2.0529 -2.9283
C14 -2.9385 2.1635 -3.9002
C15 -1.2842 3.8177 -2.4246
H14 2.4447 -1.1903 -3.9777
H15 0.7727 -1.0469 -4.5745
H16 1.1384 -2.1672 -3.2586
H17 3.4883 0.4224 -2.5400
H18 3.0130 -0.7636 -1.2978
H19 2.8427 0.9717 -0.9762
H20 2.0193 1.4137 -4.3190
H21 1.6013 2.4454 -2.9349
H22 -0.3439 1.2660 -4.9730
H23 0.0089 2.9871 -4.7169
H24 -2.7862 2.7820 -4.7856
H25 -3.6996 2.6094 -3.2574
H26 -3.2770 1.1729 -4.1936
H27 -1.4973 4.4597 -3.2796
H28 -0.2985 4.0471 -2.0255
H29 -2.0208 3.9919 -1.6423
Cl1 -1.5475 -1.2916 0.4947
C16 -1.8189 -2.1077 -0.9969
C17 -1.5441 -1.3011 -2.0957
C18 -1.8721 -1.8694 -3.3251
Cl2 -1.7455 -0.8661 -4.7012
C19 -2.3208 -3.1733 -3.4678
Cl3 -2.6100 -3.8500 -5.0252
C20 -2.5274 -3.9556 -2.3289
Cl4 -3.0830 -5.5763 -2.4770
C21 -2.2968 -3.4003 -1.0647
Cl5 -2.5838 -4.3131 0.3614
C22 2.9873 2.3874 3.7029
Si2 3.1654 0.5013 3.9595
C23 1.6993 -0.1331 5.0014
C24 4.7904 0.2085 4.9155
C25 3.2450 -0.4277 2.3008
Te1 1.2782 -0.7418 1.3835
C26 1.1228 -2.7979 2.0719
Si3 1.8527 -4.1071 0.8985
C27 3.7612 -4.0964 0.9893
C28 1.3080 -3.7176 -0.8919
C29 1.1988 -5.8179 1.4210
H30 2.7378 2.8788 4.6390
H31 2.2116 2.6404 2.9880
H32 3.9144 2.8231 3.3440
H33 1.3402 0.6281 5.6877
H34 1.9814 -0.9996 5.5925
H35 0.8641 -0.4218 4.3667
H36 4.7699 0.7227 5.8714
H37 5.6471 0.5762 4.3603
H38 4.9548 -0.8456 5.1099
H39 3.6810 -1.4112 2.4369
H40 3.8814 0.1018 1.5941
H41 0.0618 -2.9819 2.2127
H42 1.5910 -2.8319 3.0501
H43 4.1734 -3.1264 0.7271
H44 4.1909 -4.8286 0.3109
H45 4.1050 -4.3444 1.9903
H46 1.1069 -2.6513 -1.0037
H47 0.3999 -4.2478 -1.1587
H48 2.0719 -3.9936 -1.6112
H49 1.4919 -6.0587 2.4375
H50 1.5791 -6.6022 0.7751
H51 0.1160 -5.8522 1.3749

Output
LUMO energy (spin up / spin down) (eV): 0.3 / 0.3
DFT total energy (Eh): -6354.5149
Relative energy (zero: lowest compared OMol25 entry of this formula, charge and spin) (eV): 1.585
Multiplicity: 4
Charge: 0
Kohn-Sham gap (spin up / spin down) (eV): 7.18 / 7.61
HOMO level (spin up / spin down) (eV): -6.85 / -7.29


3.
Formula: C16H43ClO6RuSi2
Source: OMol25
Level of theory: wB97M-V/def2-TZVPD

Atoms and positions in Å:
O1 -0.9409 -1.8664 -0.4114
O2 0.9178 1.6729 -4.0289
C1 -0.0777 -2.8819 -0.9741
C2 -0.7732 -4.2056 -0.8616
H1 0.8217 -2.8585 -0.3422
H2 0.2010 -2.6381 -2.0061
H3 -0.8998 -4.4652 0.1898
H4 -0.1712 -4.9743 -1.3388
H5 -1.7635 -4.1864 -1.3255
C3 -1.5740 -0.9142 -1.2462
C4 -1.4545 -1.0612 -2.7554
H6 -1.1729 0.0662 -0.9535
H7 -2.6424 -0.9426 -0.9660
H8 -0.5453 -0.5994 -3.1549
H9 -2.2909 -0.5175 -3.2022
H10 -1.5332 -2.0904 -3.1132
C5 0.5252 2.6339 -3.0454
C6 2.2791 1.2882 -3.8733
C7 -0.8939 3.1119 -3.2830
H11 1.1947 3.5137 -3.1250
H12 0.5909 2.2519 -2.0015
H13 -1.0951 3.3411 -4.3304
H14 -1.0662 4.0181 -2.7044
H15 -1.6258 2.3745 -2.9553
C8 2.8505 0.7429 -5.1685
H16 2.3774 0.5008 -3.1021
H17 2.8995 2.1520 -3.5806
H18 2.3125 -0.1404 -5.5198
H19 3.8879 0.4582 -4.9818
H20 2.8511 1.4954 -5.9645
H21 0.9394 -0.1531 0.9205
Ru1 -0.3526 -0.9539 2.8737
C9 1.6710 0.0882 0.1492
Si1 3.0165 0.5173 1.3940
H22 1.8106 -0.7862 -0.5044
H23 1.3603 0.8900 -0.5284
C10 4.3239 -0.5306 0.5461
C11 3.2100 0.2696 3.2569
C12 3.0458 2.3583 1.0059
C13 -2.1078 -1.5096 2.1968
Si2 -3.2721 -0.0272 2.1311
H24 -2.4238 -2.2396 2.9730
H25 -2.1411 -2.0444 1.2356
C14 -4.7915 -0.7466 1.3140
C15 -2.7676 1.5364 1.2185
C16 -3.6549 0.3936 3.9034
H26 2.5383 2.5543 0.0473
H27 4.1112 2.6030 0.9158
H28 2.5615 2.9361 1.8067
H29 4.1199 -1.5998 0.7074
H30 5.2635 -0.2172 1.0226
H31 4.3007 -0.3013 -0.5292
H32 2.8636 -0.6940 3.6585
H33 2.7137 1.0648 3.8321
H34 4.2948 0.3395 3.4612
H35 -2.8124 1.4408 0.1254
H36 -1.7506 1.8532 1.4885
H37 -3.4519 2.3498 1.5092
H38 -4.4168 1.1817 3.9426
H39 -2.7555 0.7074 4.4489
H40 -4.0370 -0.5133 4.3890
H41 -5.6720 -0.2418 1.7289
H42 -4.8541 -1.8214 1.5297
H43 -4.7650 -0.6108 0.2273
O3 1.1790 -0.1694 5.9107
Cl1 -0.1569 -0.8945 6.0223
O4 -1.1383 -0.8436 4.6838
O5 -0.0007 0.7445 2.5677
O6 0.8101 -2.2096 2.5436

Output
LUMO energy (spin up / spin down) (eV): -4.0 / -7.5
DFT total energy (Eh): -2220.2161
Relative energy (zero: lowest compared OMol25 entry of this formula, charge and spin) (eV): 0.203
Multiplicity: 6
Charge: +1
Kohn-Sham gap (spin up / spin down) (eV): 6.76 / 4.54
HOMO level (spin up / spin down) (eV): -10.77 / -12.02


4.
Formula: C10H29B2FN5O15Tl
Source: OMol25
Level of theory: wB97M-V/def2-TZVPD

Atoms and positions in Å:
Tl1 -3.8281 2.0921 2.1506
B1 -3.6684 3.9722 -0.4112
H1 -4.4366 4.0574 -1.1641
H2 -4.2365 4.0472 0.5031
H3 -3.1304 3.0380 -0.3679
H4 -2.9470 4.7658 -0.5296
B2 -4.7151 0.7229 -0.5651
H5 -5.2076 1.5251 -1.0925
H6 -4.8261 -0.2285 -1.0617
H7 -3.6515 0.8967 -0.5113
H8 -5.1888 0.7188 0.4044
C1 0.5851 0.1415 0.0862
C2 -0.7962 0.7961 0.1326
O1 -1.4972 0.7152 1.1257
O2 -1.1619 1.3844 -0.8677
H9 0.5856 -0.6198 -0.6939
H10 0.7610 -0.2684 1.0807
H11 1.3590 0.8762 -0.1361
C3 5.4755 -1.6546 1.8039
C4 4.4422 -0.8323 2.4928
O3 3.5025 -0.7177 1.5539
C5 3.9870 -0.9237 0.3201
O4 3.3882 -0.9314 -0.7342
O5 5.2661 -1.3093 0.4727
F1 4.9878 0.3428 2.8257
H12 5.2573 -2.7199 1.8794
H13 6.5283 -1.4554 2.0035
H14 4.0773 -1.3831 3.3598
C6 1.5651 0.4593 -3.5592
N1 0.1542 0.2789 -3.9870
O6 -0.4846 1.2664 -4.2024
O7 -0.2926 -0.7958 -3.8932
H15 2.0850 0.9558 -4.3785
H16 1.9459 -0.5298 -3.3047
H17 1.5816 1.0305 -2.6310
C7 -2.2999 -2.3398 -0.9733
N2 -2.9731 -2.0242 -2.2870
O8 -3.6362 -2.9440 -2.7668
O9 -2.8531 -0.8839 -2.7166
H18 -1.2367 -2.1048 -1.0227
H19 -2.5008 -3.3778 -0.7081
H20 -2.8041 -1.7317 -0.2222
C8 0.6722 4.4171 -0.8041
N3 -0.2129 4.7985 -1.9443
O10 -0.7876 3.9356 -2.6804
O11 -0.1526 6.0089 -2.1293
H21 0.3549 4.8570 0.1414
H22 1.7141 4.6576 -1.0157
H23 0.7399 3.3319 -0.7274
C9 1.5483 -3.6908 0.9632
N4 2.9101 -4.2687 0.6346
O12 3.3840 -3.9352 -0.4747
O13 3.3636 -5.1405 1.3750
H24 1.5726 -3.5521 2.0441
H25 0.9553 -4.5387 0.6204
H26 1.4464 -2.7334 0.4524
C10 -0.7464 -1.6887 3.3578
N5 -1.2379 -0.5440 4.2715
O14 -2.1758 0.1248 3.8505
O15 -0.5224 -0.3819 5.2867
H27 -1.6188 -2.3061 3.1440
H28 -0.0018 -2.3337 3.8243
H29 -0.3674 -1.3250 2.4027

Output
LUMO energy (eV): -5.9
DFT total energy (Eh): -2121.8727
Charge: 0
Kohn-Sham gap (eV): 3.91
HOMO level (eV): -9.83


5.
Formula: C2H6N2S
Source: OMol25
Level of theory: wB97M-V/def2-TZVPD

Atoms and positions in Å:
H1 3.0201 0.6608 2.0247
N1 2.3916 -0.0321 1.2862
C1 1.2965 0.4145 0.7435
N2 0.5078 -0.2702 -0.2529
S1 -0.7313 0.9014 -0.9921
C2 -1.8912 -0.3490 -0.6951
H2 0.8807 1.3589 1.1028
H3 0.8794 -1.1680 -0.8479
H4 -1.5694 -1.1691 -1.6790
H5 -1.9744 -0.6814 0.2720
H6 -2.8099 0.3343 -0.9622

Output
LUMO energy (eV): 0.5
DFT total energy (Eh): -587.3722
Relative energy (zero: lowest compared OMol25 entry of this formula, charge and spin) (eV): 3.586
Charge: 0
Kohn-Sham gap (eV): 9.17
HOMO level (eV): -8.69


6.
Formula: C4H14N4
Source: OMol25
Level of theory: wB97M-V/def2-TZVPD

Atoms and positions in Å:
C1 -0.6105 -0.8341 -1.5179
C2 -1.2041 1.4817 -0.9845
C3 -0.8592 -0.6085 1.4562
N1 -0.4300 0.3003 -0.6031
H1 -1.6758 -1.0665 -1.5986
H2 -0.0825 -1.7028 -1.1287
H3 -2.2676 1.2318 -0.9477
H4 -0.9590 1.7922 -2.0070
H5 -0.9905 2.3104 -0.3144
H6 -0.8573 0.1532 2.2293
H7 -0.7492 -1.6197 1.8450
H8 -1.8302 -0.5692 0.9606
H9 -0.2233 -0.5941 -2.5133
N2 1.7088 -1.6991 0.8630
N3 1.1372 1.7666 0.5081
C4 0.9461 0.4315 -0.0157
N4 1.0001 -0.4943 1.0831
H10 1.9058 -2.1776 1.7384
H11 1.2142 -2.3864 0.2861
H12 1.7673 2.3487 -0.0298
H13 1.3859 1.7480 1.4892
H14 1.6739 0.1877 -0.7983

Output
LUMO energy (eV): 1.0
DFT total energy (Eh): -379.6690
Relative energy (zero: lowest compared OMol25 entry of this formula, charge and spin) (eV): 4.485
Charge: 0
Kohn-Sham gap (eV): 8.36
HOMO level (eV): -7.37


7.
Formula: C30H25N2O3
Source: OMol25
Level of theory: wB97M-V/def2-TZVPD

Atoms and positions in Å:
C1 -6.1155 -3.8370 -0.2585
O1 -5.6938 -3.2186 -1.4921
C2 -4.4123 -2.8632 -1.7265
C3 -4.1958 -2.0611 -2.8777
C4 -3.0011 -1.4230 -3.0532
C5 -1.9112 -1.6169 -2.1442
C6 -0.7943 -0.7648 -2.2685
C7 0.5273 -1.0623 -1.8206
C8 1.6632 -0.8440 -2.6613
C9 2.9441 -0.9307 -2.1598
C10 3.1412 -1.3289 -0.8302
O2 4.4487 -1.3502 -0.3351
C11 5.0526 -2.6089 -0.2261
C12 6.1639 -2.8423 -1.0422
C13 6.6758 -4.1324 -1.1078
C14 6.1502 -5.1309 -0.2871
C15 5.0722 -4.8685 0.5584
C16 4.5061 -3.5961 0.5931
C17 2.0566 -1.6699 -0.0192
C18 0.7712 -1.4846 -0.4903
C19 -2.0776 -2.6398 -1.1558
C20 -3.3148 -3.1990 -0.8947
H1 -7.1957 -3.9186 -0.3735
H2 -5.6720 -4.8329 -0.1478
H3 -5.8759 -3.2062 0.6056
H4 -5.0387 -1.9392 -3.5510
H5 -2.8718 -0.7449 -3.9002
H6 -0.9271 0.1200 -2.9105
H7 1.5022 -0.5672 -3.7041
H8 3.8225 -0.6953 -2.7650
H9 6.5690 -2.0205 -1.6316
H10 7.4970 -4.3401 -1.7939
H11 6.5843 -6.1304 -0.3081
H12 4.6501 -5.6414 1.1987
H13 3.6498 -3.3710 1.2255
H14 2.2175 -2.0172 1.0000
H15 -0.0697 -1.5721 0.1956
H16 -1.2268 -2.9521 -0.5608
H17 -3.4497 -3.8698 -0.0441
O3 0.8336 4.4219 -0.0105
C21 -0.0942 4.2256 0.7840
C22 -0.8303 5.3596 1.4248
C23 -1.4819 5.1629 2.6580
C24 -2.0603 6.2633 3.3051
C25 -2.0772 7.5232 2.7085
C26 -1.4109 7.7206 1.4860
C27 -0.7573 6.6533 0.8716
C28 -1.4213 3.8224 3.3404
C29 -1.2679 2.5948 2.4180
C30 -0.4552 2.8598 1.1927
N1 0.4561 1.9438 0.8047
N2 1.2390 1.1572 0.5264
H18 -2.4842 6.0962 4.2966
H19 -2.5922 8.3488 3.1979
H20 -1.3867 8.7090 1.0219
H21 -0.1720 6.7853 -0.0432
H22 -0.5371 3.8252 4.0015
H23 -2.2695 3.7057 4.0301
H24 -0.8012 1.8027 3.0173
H25 -2.2512 2.1905 2.1327

Output
LUMO energy (eV): -5.5
DFT total energy (Eh): -1493.0741
Relative energy (zero: lowest compared OMol25 entry of this formula, charge and spin) (eV): 0.000
Charge: +1
Kohn-Sham gap (eV): 5.15
HOMO level (eV): -10.60


8.
Formula: C3H3EuLiO3
Source: OMol25
Level of theory: wB97M-V/def2-TZVPD

Atoms and positions in Å:
O1 0.5429 -1.2456 0.3720
Eu1 3.1478 0.4308 -0.3183
C1 -0.8577 -1.6157 -0.0231
C2 0.3280 0.1442 0.0946
O2 -1.3475 -0.9243 -0.9977
C3 -0.5385 0.2930 -1.1338
H1 -0.0131 0.2283 -2.0931
H2 -1.1935 1.1697 -1.0955
H3 0.4163 1.5229 1.5047
Li1 -0.3284 -0.7872 2.4166
O3 -0.1562 0.7840 1.2735

Output
LUMO energy (spin up / spin down) (eV): -3.7 / -4.0
DFT total energy (Eh): -1059.2724
Relative energy (zero: lowest compared OMol25 entry of this formula, charge and spin) (eV): 0.000
Multiplicity: 9
Charge: +1
Kohn-Sham gap (spin up / spin down) (eV): 5.37 / 7.24
HOMO level (spin up / spin down) (eV): -9.09 / -11.22